(1)
# C41H51GeN8O4PbSe

A structure of composition C41H51GeN8O4PbSe at a distorted geometry (wB97M-V/def2-TZVPD, the Open Molecules 2025 dataset).

```
107
Properties=species:S:1:pos:R:3:forces:R:3
H -7.4646 -0.9589 16.2423 -0.2 -0.4 0.1
C -4.6815 2.9030 18.0477 0.8 0.0 0.7
H -5.7239 2.7857 17.7869 -0.3 0.1 0.0
C -0.8765 -1.0610 23.5038 -0.8 0.5 0.3
C -6.6455 -1.7860 24.0246 1.3 3.0 -3.8
C -8.0950 -5.3681 20.7944 0.5 1.3 -0.5
C -8.2045 -2.8544 20.9365 -1.2 3.0 -0.9
C -2.0089 -5.4028 20.4392 0.3 -0.4 -0.2
C -5.6586 4.7337 20.2285 0.4 -1.0 0.0
C -10.5775 0.2026 21.9243 -0.1 -1.3 1.4
C -9.9805 -4.2553 21.8231 -0.4 0.5 1.1
H -1.1248 -6.3653 16.5984 -0.1 -0.3 0.3
H 0.6892 -7.2311 19.3642 -0.2 -0.2 0.1
C -9.5405 0.3700 20.9042 2.3 -1.9 -1.9
H -3.0797 -0.8296 18.9012 0.9 0.3 0.8
N -6.3672 -1.0627 23.1225 -0.8 -2.2 2.7
H -8.6939 -3.5980 25.1992 -0.8 -0.8 -0.5
H 1.3889 -5.6943 20.0280 -0.5 -0.5 -0.7
H -9.0191 -1.8184 24.9346 0.3 -0.6 0.1
H -4.0803 2.1134 17.6136 -0.2 -0.3 -0.3
C -1.4057 -0.3010 24.6137 -0.4 0.0 0.1
H -8.4473 -2.4688 26.5064 -0.3 0.1 0.0
H -2.8511 1.9141 27.4623 0.4 -0.4 -0.2
O -7.4390 1.0994 19.0425 -0.1 0.7 -1.2
C -5.6983 3.4630 22.7860 1.0 -1.3 -0.3
C -9.8490 -6.6632 21.7833 0.0 0.0 -0.2
C -3.3054 0.2426 23.1872 0.0 -1.4 -1.0
C -2.8782 -0.7741 22.1269 -1.7 2.7 1.7
C -1.2280 0.5515 26.8959 1.0 -0.3 -0.2
H 0.3553 -0.5249 25.7009 -0.3 -0.1 0.9
H 0.0679 -3.0264 17.7933 -0.3 0.0 0.8
C -5.4373 -1.2869 16.8083 0.8 -0.8 2.6
C -3.6095 -0.8787 17.9957 -1.6 -0.6 -1.9
H -10.1413 2.3628 20.5081 0.2 -0.2 -0.6
C -0.6755 -0.1640 25.7999 -0.3 0.8 0.8
H -4.2256 3.8282 17.7174 -0.3 0.5 -0.3
H -5.9568 -3.2101 26.7076 0.3 0.2 0.6
H -3.9832 1.8357 25.3252 0.2 -0.6 0.1
H -1.9481 -6.4629 20.7338 0.1 0.4 0.1
O -6.9921 -2.7343 20.5843 1.2 0.6 -0.3
O -3.6008 -1.0734 21.1447 0.8 -0.2 0.3
C 0.8002 -6.1685 19.1983 1.3 0.9 -0.6
H -8.5306 3.8092 18.2792 -0.1 -0.9 -0.1
H -11.4224 -5.6163 22.7661 0.7 0.4 -0.3
H -1.6883 -4.7838 21.3055 -0.4 -0.3 -0.6
C -10.4665 -5.4855 22.2153 -0.8 -0.8 -0.3
H -2.7248 -6.2233 17.4249 -0.1 0.0 0.0
H -8.1319 2.4210 17.1495 -0.7 0.7 0.8
C -1.5698 -1.2736 22.3529 0.8 -1.4 -0.1
C -8.7102 -4.1524 21.2195 -1.7 -3.1 0.0
H -9.8373 2.7719 17.6392 0.3 -0.2 0.4
H -0.7401 0.6432 27.9062 -0.3 -0.2 -1.4
C -9.4363 1.5860 20.1878 0.7 0.5 -0.8
N -4.9328 -1.2987 18.0827 -0.4 0.4 -2.3
C -3.1423 1.1610 25.5147 0.0 0.8 0.4
H -6.6210 -4.4854 25.7049 -0.1 0.4 -0.2
H -5.7272 2.8084 23.6947 0.0 1.1 -0.8
C -4.3822 -7.0205 19.7256 -0.5 -0.1 -0.1
C -8.5054 1.7798 19.0908 -1.2 -1.0 3.0
C -2.4351 1.2499 26.6884 -0.3 0.1 0.5
Ge -0.8041 -5.1446 18.8503 -1.7 -0.4 1.0
N -4.4176 1.6438 21.7488 0.9 -2.0 1.4
H -5.2147 -3.6017 25.1386 0.0 0.2 0.1
H -10.7422 -0.8739 22.0735 0.0 0.3 -0.1
H -7.1199 -2.4281 17.2611 -0.5 0.0 0.3
H -10.2795 -7.6096 22.0546 -0.1 -0.3 0.0
H -11.5227 0.6526 21.7375 -0.7 0.7 -0.4
C -3.3009 -0.6810 16.6655 0.1 0.6 0.7
N -4.1830 1.2474 22.9603 0.2 1.2 -1.2
H -3.5155 -7.6417 19.4966 0.0 0.2 0.0
H -6.6662 -2.4548 15.5305 -0.4 0.6 0.7
H -4.8519 -7.3729 20.6449 0.0 -0.2 -0.2
H -2.4830 -0.1877 16.1589 0.2 -0.4 0.2
Se -3.9222 -5.1471 20.0333 0.2 0.4 0.0
H -6.6332 5.2736 23.4697 -0.2 0.0 0.2
H 0.0932 -1.4766 23.6977 0.4 -0.4 -0.3
C -6.2174 4.7200 22.6460 -0.2 0.8 -1.3
C -2.6745 0.3306 24.5035 0.2 -0.7 -2.5
H -1.3266 -2.6944 18.8574 -0.4 0.2 -0.1
C -5.0497 3.4651 20.3800 -0.8 0.8 1.4
C -5.0228 2.8782 21.6811 -1.5 0.7 0.1
C -0.4114 -3.2586 18.7787 0.6 0.1 -1.4
H -10.5676 -3.3392 22.0848 0.9 -0.9 -0.4
H -8.1760 -7.4803 20.6342 -0.3 -0.3 0.0
C -1.7734 -5.7474 17.2305 1.0 1.2 -1.0
H -5.6575 5.1756 19.2159 -0.2 0.0 0.8
N -4.4629 -0.9171 15.9581 0.1 -0.1 0.6
N -8.7401 -0.7047 20.5790 0.0 3.4 0.1
H -10.2138 0.5701 22.8912 0.0 0.2 -0.1
O -4.4492 2.7334 19.4362 0.2 -0.5 -0.5
C -6.1476 -3.4887 25.6881 0.2 -0.3 -0.6
H 0.2373 -2.9447 19.5784 0.4 0.1 0.3
C -6.2066 5.3368 21.3695 0.7 -1.0 0.2
C -8.7210 -6.6144 20.9791 1.0 1.3 0.7
C -6.8024 -1.8095 16.4397 1.4 0.2 -1.0
N -6.9875 -2.4739 25.0670 -0.9 -1.1 1.0
H -1.9046 -4.8437 16.5695 -0.3 -0.7 0.8
H -1.2379 -1.9785 21.5781 0.3 0.4 0.3
C -8.4087 -2.5984 25.4202 0.7 1.2 0.5
H -5.1101 -7.0862 18.8921 0.4 0.1 0.5
H -7.1175 -5.2307 20.2401 -1.2 -0.4 0.7
H 1.3559 -6.0169 18.2386 0.1 -0.3 0.8
H -6.5870 6.3160 21.2778 -0.5 1.0 -0.1
Pb -6.0580 -0.4526 20.3432 -1.1 -0.6 0.5
C -8.7996 2.7529 18.0052 0.9 0.9 -1.6
N -9.1605 -1.8996 20.9596 0.9 -2.5 1.1
H -4.4888 -1.0100 14.9723 -0.2 0.1 -0.7
```
Positions in Å, forces in eV/Å.

Results
Total charge ... -1
E ... -7003.0419 Ha
HOMO-LUMO gap ... 5.01 eV
Largest force on an atom ... 5.0 eV Å⁻¹

---

(2)
# C5H9N

The molecule C5H9N (wB97M-V/def2-TZVPD, the Open Molecules 2025 dataset).

```
15
Properties=species:S:1:pos:R:3:forces:R:3
N 1.1740 1.5432 -0.4539 -0.1 -0.5 0.2
H 0.8304 -1.6485 0.4441 -0.1 0.1 0.0
H -2.2577 0.2373 1.3224 0.1 0.0 -0.2
H -3.0038 0.1910 -0.2826 0.2 0.0 0.1
H -1.4935 -1.7692 0.0210 0.0 0.1 0.0
H 3.2835 1.0461 0.1273 -0.2 0.0 -0.1
C 0.2964 -0.6964 0.5201 0.0 0.0 0.0
C -2.0511 0.3038 0.2467 0.0 0.1 0.0
H -0.9092 -0.7282 -1.2703 0.0 0.0 0.2
H 0.1579 -0.4964 1.5921 0.0 0.0 -0.2
H 2.8016 0.4598 -1.5494 -0.1 0.1 0.2
H -1.6605 1.3051 0.0348 0.0 -0.2 0.0
C -1.0671 -0.7805 -0.1856 0.0 -0.1 0.0
C 2.4780 0.7562 -0.5493 0.4 0.0 -0.1
C 1.1815 0.3580 -0.0418 -0.1 0.4 -0.1
```
Positions in Å, forces in eV/Å.

Results
E ... -250.6012 Ha
HOMO-LUMO gap ... 10.87 eV
SMILES ... CCCC1=NC1
Largest force on an atom ... 0.5 eV Å⁻¹

---

(3)
# C14H22ClMnO5P

A structure of composition C14H22ClMnO5P at a distorted geometry (wB97M-V/def2-TZVPD, the Open Molecules 2025 dataset).

```
44
Properties=species:S:1:pos:R:3:forces:R:3
C 1.1620 -2.3620 1.1161 -0.5 -0.6 -0.3
C -0.2974 -1.6279 -1.6599 -0.6 -7.3 1.1
H 2.8028 -2.6157 2.5192 0.0 0.3 0.0
O 0.4956 -0.1334 3.0428 1.1 0.9 -1.7
C 0.4323 1.4485 -3.7702 -0.9 -0.9 -0.7
O -0.6263 -2.7415 -1.4897 1.3 4.7 -0.5
C -1.6639 -1.4293 2.9621 -0.1 -0.1 -0.4
O -0.8943 1.0398 1.3572 1.5 -0.9 -0.1
C -0.5075 0.4404 -4.1649 0.7 0.4 -1.0
C 1.4861 -0.6194 -3.5345 -0.4 0.2 -0.1
H -2.0766 -1.0223 2.0365 0.1 0.0 0.0
H -0.3033 -1.7914 -4.3666 0.1 0.1 0.3
C 0.1234 -0.8560 -4.0169 0.5 0.8 -0.6
H -1.2959 0.4712 3.9078 0.2 -0.3 0.1
H -1.4069 2.2966 2.9623 0.1 -0.1 -0.2
H 0.2024 2.5123 -3.7135 0.2 -0.4 0.0
O -2.7267 0.0405 -0.9520 4.1 0.3 -2.7
C -0.7722 -0.4662 3.6869 0.0 0.3 1.2
C 2.8707 1.4420 -2.8024 0.1 0.2 0.3
H -0.2518 2.9405 1.7641 -0.2 0.3 0.2
C 1.7262 -2.7468 2.4518 0.2 0.1 0.0
H -1.5209 0.5888 -4.5438 0.4 0.1 0.2
H 1.7437 -2.8599 0.3177 -0.2 0.7 0.2
H -2.0600 3.2838 0.1328 -0.1 0.0 0.0
P 0.6669 0.4953 1.5592 -2.7 -3.7 1.5
H 2.2159 -1.4025 -3.2812 -0.4 0.6 -0.2
H 1.2251 -2.2415 3.2661 0.1 -0.1 0.2
H 2.6197 2.3561 -2.2511 0.1 -0.2 -0.4
H 0.1238 -2.7031 1.0073 0.2 0.2 0.2
H 3.4202 0.7836 -2.1121 -0.2 0.1 -0.4
Mn -0.0055 0.0490 -2.2081 1.1 3.1 1.7
C -1.7308 0.1070 -1.5512 -6.2 0.6 2.9
C 1.6578 0.7938 -3.3673 0.0 -1.0 -0.2
O 1.1135 -0.9132 0.7221 -0.6 2.9 0.4
H -1.1897 -2.3909 2.7721 0.0 0.0 0.0
H 3.5155 1.6842 -3.6539 0.1 0.1 0.2
H 1.5677 -3.8203 2.5560 -0.2 -0.1 0.0
C -2.2933 3.1391 1.1861 -0.3 -0.2 -0.5
H -3.2851 2.6959 1.2869 0.2 -0.2 0.0
H -0.4015 -0.9099 4.6301 -0.4 0.3 -0.4
H -2.3671 4.1287 1.6303 0.1 0.1 0.1
C -1.1960 2.4079 1.8953 0.8 0.1 0.2
Cl 0.2163 2.1182 -0.9465 0.5 -1.3 -0.7
H -2.5150 -1.6100 3.6173 0.0 -0.1 0.1
```
Positions in Å, forces in eV/Å.

Results
⟨S²⟩ ... 3.836
Multiplicity ... 4
Total charge ... +2
E ... -2874.7243 Ha
HOMO-LUMO gap (alpha / beta) ... 8.38 / 6.51 eV
Largest force on an atom ... 7.4 eV Å⁻¹